Record 1
The following is a DFT calculation (ωB97M-V/def2-TZVPD) of a molecular structure, C18H43AlBeBr2CsF4LiO14P3Si at a distorted geometry.

Positions of all 89 atoms, in Å:
1 C 0.44 7.95 2.88
2 C -0.84 7.10 2.53
3 C -0.52 5.55 2.69
4 C -1.66 4.76 3.44
5 C -2.31 3.65 2.54
6 C -1.45 2.36 2.40
7 C -2.23 1.36 1.46
8 C -1.35 0.07 1.26
9 C -1.27 -0.43 -0.23
10 C -0.27 0.37 -1.10
11 C -0.61 0.15 -2.60
12 Si 0.18 -1.43 -3.30
13 P 2.32 -1.67 -2.76
14 P 2.65 -2.48 -0.78
15 O 1.72 -1.98 0.27
16 O 2.78 -4.14 -0.77
17 O 4.17 -1.93 -0.34
18 P -1.11 -3.24 -2.91
19 O -0.57 -4.42 -4.00
20 Br -0.71 -4.12 -0.87
21 H 0.58 7.89 4.11
22 H 0.30 9.02 2.60
23 H 1.37 7.52 2.42
24 H -1.69 7.40 3.21
25 H -1.15 7.36 1.49
26 H -0.35 5.14 1.66
27 H 0.40 5.51 3.33
28 H -1.23 4.36 4.39
29 H -2.47 5.49 3.72
30 H -2.46 4.11 1.52
31 H -3.36 3.40 2.91
32 H -1.30 1.82 3.38
33 H -0.39 2.58 1.99
34 H -2.44 1.88 0.49
35 H -3.21 1.12 1.97
36 H -0.32 0.16 1.68
37 H -1.85 -0.76 1.84
38 H -2.29 -0.37 -0.71
39 H -0.96 -1.50 -0.18
40 H -0.43 1.47 -0.88
41 H 0.80 0.18 -0.88
42 H -1.70 0.12 -2.84
43 H -0.14 1.00 -3.17
44 H 0.16 -1.26 -4.77
45 H 2.82 -2.67 -3.65
46 H 3.73 -4.40 -0.81
47 H 4.72 -2.07 -1.17
48 H 0.37 -4.24 -4.21
49 O -3.43 -1.57 -3.15
50 C -4.37 -1.98 -3.91
51 C -5.57 -0.77 -3.98
52 O -6.52 -1.18 -4.71
53 H -4.90 -2.90 -3.61
54 H -4.12 -2.20 -4.96
55 H -5.03 0.13 -4.30
56 H -5.80 -0.55 -2.92
57 O -4.24 -1.35 0.20
58 H -4.88 -0.63 0.44
59 H -4.21 -1.51 -0.79
60 H -4.42 -2.18 0.70
61 O 5.51 -5.06 -1.94
62 H 5.75 -5.11 -2.88
63 H 6.35 -4.88 -1.50
64 Be 1.12 2.25 1.56
65 C 4.60 -1.95 5.46
66 C 3.48 -1.52 4.55
67 C 3.86 -1.45 3.10
68 O 2.97 -0.47 2.60
69 C 2.66 0.35 3.63
70 O 2.10 1.39 3.51
71 O 3.09 -0.17 4.82
72 H 4.29 -1.89 6.51
73 H 4.90 -2.98 5.25
74 H 5.46 -1.30 5.35
75 H 2.60 -2.16 4.70
76 H 3.73 -2.40 2.58
77 H 4.89 -1.10 2.94
78 Br -0.13 8.40 5.54
79 C 5.87 -2.30 -3.88
80 O 5.27 -2.08 -2.80
81 O 6.26 -3.46 -4.24
82 O 6.16 -1.42 -4.74
83 Cs 6.84 -0.38 6.26
84 Li -5.20 3.45 2.23
85 F -4.54 -3.88 -6.01
86 Al -4.36 -4.97 -7.38
87 F -3.95 -6.56 -6.80
88 F -3.10 -4.38 -8.42
89 F -5.86 -5.03 -8.26

Values from the calculation:
* total charge: -1
* LUMO: -2.0 eV
* HOMO: -3.062 eV

Record 2
The following is a DFT calculation (ωB97M-V/def2-TZVPD) of a molecular structure, C18H43AsBF4GaN4O2Si3.

Positions of all 77 atoms, in Å:
1 Ga 0.31 -0.46 0.09
2 N -0.36 1.53 0.16
3 C 0.41 2.28 1.16
4 C 1.85 1.89 0.96
5 N 1.92 0.41 1.11
6 H -0.17 1.92 -0.77
7 H -1.36 1.64 0.30
8 H 0.07 1.99 2.16
9 H 0.28 3.36 1.05
10 H 2.51 2.40 1.66
11 H 2.16 2.14 -0.05
12 H 1.94 0.17 2.10
13 H 2.78 0.06 0.69
14 O 1.97 -1.97 7.79
15 C 0.74 -2.59 7.55
16 N -0.05 -1.87 6.55
17 C 0.22 -2.00 5.24
18 O 1.10 -2.72 4.80
19 C -0.63 -1.22 4.27
20 C -1.89 -0.71 4.52
21 C -2.60 -0.11 3.49
22 C -2.02 -0.03 2.24
23 N -0.79 -0.51 1.99
24 C -0.13 -1.11 2.98
25 H 2.59 -2.21 7.09
26 H 0.18 -2.58 8.47
27 H 0.86 -3.61 7.19
28 H -0.64 -1.12 6.87
29 H -2.35 -0.80 5.50
30 H -3.59 0.28 3.66
31 H -2.57 0.41 1.42
32 H 0.84 -1.53 2.76
33 F 1.28 0.26 -3.72
34 B 1.03 0.68 -2.47
35 F 1.91 0.03 -1.49
36 F -0.27 0.19 -1.99
37 F 1.08 2.04 -2.27
38 C -1.44 -3.96 2.26
39 Si -1.29 -4.11 0.42
40 C -0.93 -5.87 0.01
41 C -2.77 -3.42 -0.45
42 As 0.56 -2.83 -0.49
43 Si 0.47 -3.07 -2.98
44 C 0.17 -4.89 -3.14
45 C 2.15 -2.66 -3.61
46 C -0.99 -2.16 -3.62
47 Si 2.76 -3.41 0.39
48 C 2.71 -5.25 0.27
49 C 2.96 -2.88 2.15
50 C 3.99 -2.61 -0.73
51 H -1.97 -4.86 2.61
52 H -2.04 -3.10 2.55
53 H -0.48 -3.93 2.78
54 H -1.73 -6.49 0.43
55 H 0.01 -6.20 0.46
56 H -0.88 -6.08 -1.06
57 H -3.68 -3.73 0.08
58 H -2.84 -3.79 -1.47
59 H -2.77 -2.33 -0.48
60 H 0.82 -5.49 -2.51
61 H 0.37 -5.17 -4.18
62 H -0.87 -5.15 -2.94
63 H 2.84 -3.48 -3.38
64 H 2.55 -1.73 -3.22
65 H 2.09 -2.56 -4.70
66 H -1.90 -2.46 -3.09
67 H -1.12 -2.46 -4.67
68 H -0.90 -1.08 -3.59
69 H 2.08 -5.67 1.06
70 H 3.71 -5.66 0.40
71 H 2.34 -5.59 -0.70
72 H 2.17 -3.23 2.80
73 H 3.08 -1.80 2.27
74 H 3.89 -3.33 2.50
75 H 4.22 -3.25 -1.58
76 H 4.93 -2.44 -0.18
77 H 3.65 -1.65 -1.12

Values from the calculation:
* total charge: +2
* LUMO: -6.1 eV
* HOMO: -15.238 eV

Record 3
The following is a DFT calculation (ωB97M-V/def2-TZVPD) of 6 unconnected molecules or ions with the total composition C18H43BF4NO10PS3 at a distorted geometry.

Positions of all 81 atoms, in Å:
1 N 1.49 0.42 0.08
2 H 0.64 0.13 -0.39
3 H 1.18 0.87 0.93
4 H 2.03 1.01 -0.53
5 H 1.98 -0.43 0.30
6 B 4.47 1.11 -0.38
7 F 3.37 1.76 -0.93
8 F 5.45 1.29 -1.30
9 F 4.82 1.58 0.86
10 F 4.01 -0.21 -0.27
11 C -3.69 -3.03 1.01
12 C -3.39 -2.47 -0.36
13 C -1.80 -2.67 -0.66
14 S -0.98 -2.57 1.04
15 O -0.38 -1.21 1.18
16 O -0.24 -3.81 1.32
17 C -2.65 -2.48 1.94
18 H -3.57 -4.11 1.01
19 H -4.73 -2.87 1.29
20 H -3.51 -1.40 -0.26
21 H -4.06 -2.86 -1.14
22 H -1.17 -2.03 -1.29
23 H -1.66 -3.69 -1.01
24 H -2.77 -1.41 2.10
25 H -2.53 -2.92 2.92
26 C 2.66 3.14 4.26
27 C 2.34 1.98 5.27
28 C 1.33 1.03 4.51
29 S 0.31 2.20 3.46
30 O -1.04 2.50 3.88
31 O 0.66 1.75 2.12
32 C 1.35 3.73 3.78
33 H 3.29 2.76 3.45
34 H 3.35 3.76 4.83
35 H 1.90 2.32 6.20
36 H 3.20 1.35 5.53
37 H 0.59 0.42 5.03
38 H 1.88 0.32 3.90
39 H 0.76 4.16 4.59
40 H 1.31 4.30 2.85
41 C 2.93 -4.68 0.21
42 C 4.29 -4.42 -0.38
43 C 4.15 -3.53 -1.69
44 S 2.37 -3.53 -2.14
45 O 2.15 -3.95 -3.55
46 O 1.80 -2.30 -1.56
47 C 1.96 -4.87 -1.03
48 H 2.63 -3.85 0.86
49 H 2.89 -5.67 0.67
50 H 4.64 -5.39 -0.73
51 H 4.92 -3.88 0.33
52 H 4.65 -3.88 -2.59
53 H 4.50 -2.50 -1.69
54 H 2.30 -5.78 -1.54
55 H 0.89 -4.94 -0.84
56 C -3.30 3.37 0.84
57 C -2.63 1.99 0.83
58 O -3.10 1.33 -0.34
59 P -2.15 1.45 -1.66
60 O -0.85 0.74 -1.45
61 O -3.21 0.82 -2.70
62 C -2.69 0.40 -3.97
63 C -3.72 -0.04 -5.01
64 O -2.18 3.03 -2.01
65 C -1.03 3.61 -2.68
66 C -1.66 4.91 -3.17
67 H -2.80 4.00 0.10
68 H -4.37 3.38 0.63
69 H -3.17 3.85 1.80
70 H -1.55 2.15 0.78
71 H -2.78 1.54 1.81
72 H -2.05 1.20 -4.35
73 H -1.94 -0.39 -3.87
74 H -3.27 -0.62 -5.81
75 H -4.28 -0.81 -4.48
76 H -4.38 0.79 -5.30
77 H -0.15 3.92 -2.12
78 H -0.75 2.89 -3.45
79 H -2.51 4.91 -3.86
80 H -1.88 5.52 -2.30
81 H -0.88 5.47 -3.69

Values from the calculation:
* <S²>: 0.758
* total charge: +1
* 2S+1: 2
* LUMO (spin up / spin down): -2.6 / -9.4 eV
* HOMO (spin up / spin down): -12.408 / -12.408 eV

Record 4
The following is a DFT calculation (ωB97M-V/def2-TZVPD) of a molecular structure, C18H43BaO22S5 at a distorted geometry.

Positions of all 89 atoms, in Å:
1 Ba 23.93 18.07 -18.03
2 C 21.16 18.86 -16.22
3 O 19.97 19.06 -15.75
4 O 21.36 18.80 -17.49
5 O 22.24 18.91 -15.53
6 C 23.68 22.13 -17.68
7 O 23.76 22.77 -16.57
8 O 23.88 20.85 -17.65
9 O 23.47 22.77 -18.77
10 C 26.77 17.83 -15.69
11 O 25.49 18.40 -15.68
12 H 26.72 16.73 -15.83
13 H 27.27 18.18 -16.61
14 H 27.49 18.11 -14.90
15 O 22.53 16.38 -19.94
16 S 22.30 15.47 -21.00
17 O 22.08 14.07 -20.71
18 O 20.98 16.02 -21.79
19 C 20.82 17.45 -21.87
20 C 19.98 18.02 -20.76
21 C 23.56 15.62 -22.31
22 H 20.40 17.61 -22.87
23 H 21.82 17.90 -21.86
24 H 20.33 17.70 -19.78
25 H 18.91 17.80 -20.80
26 H 19.99 19.11 -20.82
27 H 23.76 16.69 -22.32
28 H 23.10 15.21 -23.20
29 H 24.48 15.10 -22.04
30 O 22.31 21.13 -21.23
31 S 23.61 20.54 -21.24
32 O 24.05 19.45 -20.41
33 O 23.88 19.97 -22.76
34 C 22.88 20.06 -23.76
35 C 22.77 21.53 -24.24
36 C 24.87 21.84 -21.20
37 H 21.93 19.62 -23.46
38 H 23.23 19.50 -24.63
39 H 22.13 22.09 -23.56
40 H 22.36 21.51 -25.25
41 H 23.76 21.98 -24.15
42 H 24.85 22.21 -20.17
43 H 24.60 22.71 -21.80
44 H 25.82 21.42 -21.51
45 O 23.82 14.30 -14.81
46 S 22.90 15.26 -15.35
47 O 23.26 16.02 -16.50
48 O 21.47 14.55 -15.64
49 C 20.52 15.35 -16.36
50 C 19.34 14.58 -16.89
51 C 22.48 16.41 -14.02
52 H 21.01 15.67 -17.28
53 H 20.30 16.23 -15.76
54 H 18.80 15.31 -17.49
55 H 18.71 14.14 -16.11
56 H 19.54 13.69 -17.50
57 H 21.82 17.19 -14.41
58 H 23.46 16.87 -13.85
59 H 22.06 15.94 -13.14
60 O 28.02 20.30 -20.37
61 S 27.65 19.92 -19.01
62 O 26.59 19.02 -18.75
63 O 28.98 19.43 -18.17
64 C 30.22 19.88 -18.66
65 C 31.32 19.35 -17.75
66 C 27.21 21.42 -18.09
67 H 30.29 20.97 -18.64
68 H 30.41 19.68 -19.72
69 H 31.38 18.26 -17.87
70 H 31.07 19.53 -16.70
71 H 32.31 19.76 -17.95
72 H 28.05 22.11 -18.11
73 H 27.03 21.03 -17.09
74 H 26.24 21.78 -18.45
75 O 25.18 15.86 -18.82
76 S 26.06 14.74 -18.58
77 O 25.94 13.94 -17.40
78 O 26.04 13.77 -19.88
79 C 27.00 12.70 -19.91
80 C 26.76 11.88 -21.17
81 C 27.74 15.49 -18.65
82 H 26.79 12.08 -19.03
83 H 28.00 13.12 -19.84
84 H 25.71 11.60 -21.26
85 H 27.23 10.89 -21.17
86 H 27.04 12.26 -22.15
87 H 27.69 16.57 -18.67
88 H 28.25 15.12 -19.54
89 H 28.29 15.03 -17.83

Values from the calculation:
* total charge: -3
* LUMO: 4.6 eV
* HOMO: 3.284 eV

Record 5
The following is a DFT calculation (ωB97M-V/def2-TZVPD) of a molecular structure, C18H43F6O3P2SSb2ScSe4Si.

Positions of all 81 atoms, in Å:
1 Sc 0.07 0.55 -2.09
2 C -2.01 -2.72 2.17
3 P -2.31 -1.59 0.79
4 C -3.92 -0.84 1.13
5 C -2.59 -2.74 -0.61
6 C -2.83 -2.14 -1.99
7 P -1.37 -1.53 -2.92
8 C -0.43 -3.05 -3.27
9 C -2.17 -1.17 -4.51
10 H -2.85 -3.40 2.33
11 H -1.83 -2.13 3.06
12 H -1.11 -3.30 1.97
13 H -4.69 -1.59 1.29
14 H -4.21 -0.20 0.29
15 H -3.83 -0.21 2.02
16 H -3.46 -3.34 -0.33
17 H -1.74 -3.42 -0.62
18 H -3.57 -1.34 -1.97
19 H -3.26 -2.93 -2.61
20 H -1.08 -3.81 -3.72
21 H 0.02 -3.45 -2.36
22 H 0.38 -2.82 -3.97
23 H -2.63 -2.08 -4.91
24 H -1.45 -0.79 -5.23
25 H -2.94 -0.41 -4.37
26 C 1.81 -2.56 1.65
27 C 2.23 -1.55 0.59
28 C 2.65 -2.30 -0.66
29 C 3.36 -0.66 1.09
30 O 1.07 -0.70 0.24
31 Si 0.35 0.44 1.22
32 S -1.36 0.80 -0.01
33 O 1.24 1.75 1.46
34 C 1.51 3.04 0.87
35 C 1.55 2.88 -0.64
36 C 2.85 3.49 1.42
37 C 0.40 4.01 1.27
38 O -0.10 -0.16 2.65
39 C -0.07 0.41 4.01
40 C 1.38 0.57 4.44
41 C -0.81 1.73 4.03
42 C -0.77 -0.59 4.91
43 H 2.67 -3.15 1.95
44 H 1.07 -3.24 1.23
45 H 1.39 -2.07 2.53
46 H 3.31 -3.12 -0.38
47 H 3.18 -1.67 -1.37
48 H 1.77 -2.73 -1.15
49 H 4.25 -1.26 1.26
50 H 3.09 -0.17 2.03
51 H 3.60 0.10 0.35
52 H 2.19 2.04 -0.92
53 H 1.96 3.77 -1.12
54 H 0.53 2.80 -1.03
55 H 3.63 2.78 1.13
56 H 2.82 3.55 2.50
57 H 3.12 4.47 1.03
58 H -0.57 3.62 0.96
59 H 0.56 4.97 0.77
60 H 0.40 4.18 2.34
61 H 1.90 1.27 3.78
62 H 1.90 -0.39 4.42
63 H 1.43 0.96 5.46
64 H -0.30 2.47 3.40
65 H -0.85 2.12 5.04
66 H -1.83 1.61 3.66
67 H -0.31 -1.58 4.84
68 H -1.83 -0.67 4.65
69 H -0.71 -0.26 5.95
70 Se -1.35 2.75 -5.15
71 Sb -3.81 3.38 -4.95
72 Se -4.19 5.58 -4.36
73 Se -5.17 1.54 -5.40
74 Se -1.69 2.14 -2.87
75 F 2.13 0.00 -2.37
76 Sb 2.47 0.61 -4.24
77 F 3.07 -1.10 -4.63
78 F 4.11 1.28 -3.74
79 F 2.45 1.24 -5.98
80 F 1.52 2.10 -3.50
81 F 0.63 -0.05 -4.28

Values from the calculation:
* <S²>: 0.754
* total charge: +1
* 2S+1: 2
* LUMO (spin up / spin down): -3.5 / -4.7 eV
* HOMO (spin up / spin down): -10.462 / -10.495 eV

Record 6
The following is a DFT calculation (ωB97M-V/def2-TZVPD) of 3 unconnected molecules or ions with the total composition C18H43IN3O3P2 at a distorted geometry.

Positions of all 70 atoms, in Å:
1 N -0.83 5.76 -4.00
2 P -1.99 4.74 -4.32
3 P -4.21 5.21 -4.63
4 O -3.89 6.85 -4.83
5 I -4.29 5.58 -1.80
6 H -0.17 5.85 -4.76
7 H -2.15 3.71 -3.37
8 H -1.79 3.96 -5.49
9 H -4.36 3.79 -4.33
10 H -5.60 5.41 -4.53
11 H -4.16 4.99 -6.03
12 H -3.78 7.28 -3.96
13 C 2.49 4.01 -0.28
14 C 1.00 3.61 -0.35
15 C 0.44 3.18 1.02
16 C 0.96 1.83 1.50
17 C 0.69 0.75 0.46
18 C 1.29 1.08 -0.91
19 N 0.79 2.45 -1.30
20 O -0.34 2.44 -1.87
21 C 2.81 0.98 -0.86
22 C 0.79 0.10 -1.96
23 C 0.21 4.81 -0.85
24 H 2.87 3.97 0.74
25 H 3.12 3.38 -0.90
26 H 2.59 5.03 -0.64
27 H -0.65 3.13 0.93
28 H 0.68 3.97 1.73
29 H 2.02 1.89 1.74
30 H 0.45 1.56 2.44
31 H 1.10 -0.22 0.78
32 H -0.39 0.61 0.35
33 H 3.26 1.36 -1.79
34 H 3.07 -0.08 -0.76
35 H 3.26 1.51 -0.02
36 H -0.30 0.05 -1.98
37 H 1.18 -0.89 -1.71
38 H 1.13 0.39 -2.95
39 H 0.47 5.10 -1.87
40 H 0.44 5.64 -0.18
41 H -0.87 4.66 -0.84
42 C 1.91 -5.04 3.15
43 C 1.21 -3.83 2.51
44 C 0.16 -3.20 3.44
45 C -1.09 -4.05 3.62
46 C -1.72 -4.38 2.27
47 C -0.74 -5.07 1.31
48 N 0.50 -4.20 1.23
49 O 0.38 -3.24 0.42
50 C -0.45 -6.50 1.78
51 C -1.33 -5.14 -0.09
52 C 2.27 -2.79 2.17
53 H 1.58 -5.20 4.18
54 H 1.75 -5.96 2.60
55 H 2.99 -4.87 3.18
56 H -0.12 -2.23 3.02
57 H 0.65 -3.01 4.40
58 H -0.85 -4.97 4.18
59 H -1.81 -3.50 4.23
60 H -2.59 -5.03 2.39
61 H -2.06 -3.46 1.80
62 H 0.36 -6.94 1.19
63 H -1.35 -7.09 1.61
64 H -0.19 -6.57 2.83
65 H -1.64 -4.17 -0.45
66 H -2.19 -5.81 -0.07
67 H -0.60 -5.54 -0.80
68 H 2.98 -3.19 1.44
69 H 2.81 -2.56 3.09
70 H 1.84 -1.88 1.77

Values from the calculation:
* <S²>: 2.008
* total charge: -1
* 2S+1: 3
* LUMO (spin up / spin down): 1.9 / 1.9 eV
* HOMO (spin up / spin down): -3.923 / -3.923 eV

The highest total charge belongs to which entry? C18H43AsBF4GaN4O2Si3

What did the first record say?
The following is a DFT calculation (ωB97M-V/def2-TZVPD) of a molecular structure, C18H43AlBeBr2CsF4LiO14P3Si at a distorted geometry.

Positions of all 89 atoms, in Å:
1 C 0.44 7.95 2.88
2 C -0.84 7.10 2.53
3 C -0.52 5.55 2.69
4 C -1.66 4.76 3.44
5 C -2.31 3.65 2.54
6 C -1.45 2.36 2.40
7 C -2.23 1.36 1.46
8 C -1.35 0.07 1.26
9 C -1.27 -0.43 -0.23
10 C -0.27 0.37 -1.10
11 C -0.61 0.15 -2.60
12 Si 0.18 -1.43 -3.30
13 P 2.32 -1.67 -2.76
14 P 2.65 -2.48 -0.78
15 O 1.72 -1.98 0.27
16 O 2.78 -4.14 -0.77
17 O 4.17 -1.93 -0.34
18 P -1.11 -3.24 -2.91
19 O -0.57 -4.42 -4.00
20 Br -0.71 -4.12 -0.87
21 H 0.58 7.89 4.11
22 H 0.30 9.02 2.60
23 H 1.37 7.52 2.42
24 H -1.69 7.40 3.21
25 H -1.15 7.36 1.49
26 H -0.35 5.14 1.66
27 H 0.40 5.51 3.33
28 H -1.23 4.36 4.39
29 H -2.47 5.49 3.72
30 H -2.46 4.11 1.52
31 H -3.36 3.40 2.91
32 H -1.30 1.82 3.38
33 H -0.39 2.58 1.99
34 H -2.44 1.88 0.49
35 H -3.21 1.12 1.97
36 H -0.32 0.16 1.68
37 H -1.85 -0.76 1.84
38 H -2.29 -0.37 -0.71
39 H -0.96 -1.50 -0.18
40 H -0.43 1.47 -0.88
41 H 0.80 0.18 -0.88
42 H -1.70 0.12 -2.84
43 H -0.14 1.00 -3.17
44 H 0.16 -1.26 -4.77
45 H 2.82 -2.67 -3.65
46 H 3.73 -4.40 -0.81
47 H 4.72 -2.07 -1.17
48 H 0.37 -4.24 -4.21
49 O -3.43 -1.57 -3.15
50 C -4.37 -1.98 -3.91
51 C -5.57 -0.77 -3.98
52 O -6.52 -1.18 -4.71
53 H -4.90 -2.90 -3.61
54 H -4.12 -2.20 -4.96
55 H -5.03 0.13 -4.30
56 H -5.80 -0.55 -2.92
57 O -4.24 -1.35 0.20
58 H -4.88 -0.63 0.44
59 H -4.21 -1.51 -0.79
60 H -4.42 -2.18 0.70
61 O 5.51 -5.06 -1.94
62 H 5.75 -5.11 -2.88
63 H 6.35 -4.88 -1.50
64 Be 1.12 2.25 1.56
65 C 4.60 -1.95 5.46
66 C 3.48 -1.52 4.55
67 C 3.86 -1.45 3.10
68 O 2.97 -0.47 2.60
69 C 2.66 0.35 3.63
70 O 2.10 1.39 3.51
71 O 3.09 -0.17 4.82
72 H 4.29 -1.89 6.51
73 H 4.90 -2.98 5.25
74 H 5.46 -1.30 5.35
75 H 2.60 -2.16 4.70
76 H 3.73 -2.40 2.58
77 H 4.89 -1.10 2.94
78 Br -0.13 8.40 5.54
79 C 5.87 -2.30 -3.88
80 O 5.27 -2.08 -2.80
81 O 6.26 -3.46 -4.24
82 O 6.16 -1.42 -4.74
83 Cs 6.84 -0.38 6.26
84 Li -5.20 3.45 2.23
85 F -4.54 -3.88 -6.01
86 Al -4.36 -4.97 -7.38
87 F -3.95 -6.56 -6.80
88 F -3.10 -4.38 -8.42
89 F -5.86 -5.03 -8.26

Values from the calculation:
* total charge: -1
* LUMO: -2.0 eV
* HOMO: -3.062 eV

What is the formula in the fifth record? C18H43F6O3P2SSb2ScSe4Si

Which of these has the lowest total charge? C18H43BaO22S5